The following is a quantum chemistry calculation of a single C2H5N3O2S molecule, from the Open Molecules 2025 dataset.

Output
Charge: 0
SMILES: NC(=O)N(O)C(N)=S
Kohn-Sham gap (eV): 9.56
HOMO (eV): -8.97

Geometry as XYZ:
```
13
C2H5N3O2S (the ωB97M-V functional and the def2-TZVPD basis)
N 1.100 -1.794 0.223
C 1.319 -0.535 -0.046
O 2.431 -0.080 -0.280
N 0.203 0.364 0.179
O 0.690 1.722 -0.124
C -1.152 0.172 0.051
N -1.866 1.250 0.161
S -1.981 -1.194 -0.198
H 0.179 -2.185 -0.126
H 1.952 -2.427 0.386
H 1.603 1.470 0.020
H -2.923 1.126 0.055
H -1.556 2.111 -0.300
```

Let us look at the Mulliken charges, expressed in e, one per atom:
1 N -0.331
2 C 0.458
3 O -0.634
4 N 0.168
5 O -0.450
6 C 0.509
7 N -0.436
8 S -0.548
9 H 0.152
10 H 0.266
11 H 0.313
12 H 0.261
13 H 0.272

---

The following is a quantum chemistry calculation of a molecular structure, C5H12N2O2, from the Open Molecules 2025 dataset.

Output
Charge: 0
Kohn-Sham gap (alpha / beta) (eV): 9.61 / 9.61
HOMO (alpha / beta) (eV): -9.15 / -9.16

Geometry as XYZ:
```
21
C5H12N2O2 (the ωB97M-V functional and the def2-TZVPD basis)
C -0.445 -0.773 -1.352
C -0.263 -1.512 1.051
C -1.739 0.377 0.465
C 0.654 1.917 -0.246
C -0.402 -0.304 0.111
N 0.643 0.655 0.403
N 2.340 -0.111 0.131
O 3.167 0.729 0.216
O 2.375 -1.277 -0.023
H -0.617 0.063 -2.028
H 0.482 -1.266 -1.630
H -1.259 -1.481 -1.479
H 0.624 -2.099 0.843
H -1.125 -2.163 0.932
H -0.221 -1.171 2.083
H -1.680 0.800 1.466
H -1.988 1.166 -0.239
H -2.530 -0.368 0.450
H 0.326 1.900 -1.292
H -0.001 2.589 0.319
H 1.660 2.328 -0.182
```

Let us look at the Mulliken charges, expressed in e, one per atom:
1 C -1.611
2 C -1.720
3 C -1.854
4 C -0.808
5 C 1.822
6 N -0.365
7 N 0.909
8 O -0.559
9 O -0.494
10 H 0.380
11 H 0.377
12 H 0.430
13 H 0.425
14 H 0.421
15 H 0.402
16 H 0.442
17 H 0.404
18 H 0.456
19 H 0.271
20 H 0.315
21 H 0.355

---

The following is a quantum chemistry calculation of a molecular structure, C34H52F3N5O4PSeTeTi, from the Open Molecules 2025 dataset.

Output
Spin multiplicity: 3
Charge: -1
Kohn-Sham gap (alpha / beta) (eV): 4.74 / 7.08
<S²>: 2.02
HOMO (alpha / beta) (eV): -2.46 / -4.79

Geometry as XYZ:
```
102
C34H52F3N5O4PSeTeTi (the ωB97M-V functional and the def2-TZVPD basis)
Ti -0.828 -0.554 1.554
N -0.159 1.194 0.310
C 0.260 2.347 1.103
C -0.800 2.587 2.164
N -1.052 1.359 2.944
C -0.670 1.477 4.364
C 0.822 1.394 4.667
N 1.234 0.031 5.001
H 0.563 0.844 -0.314
H -0.959 1.416 -0.274
H 0.399 3.250 0.497
H 1.212 2.092 1.569
H -1.733 2.873 1.670
H -0.507 3.415 2.816
H -2.064 1.239 2.977
H -1.174 0.675 4.902
H -1.066 2.425 4.748
H 1.022 2.022 5.539
H 1.390 1.821 3.827
H 2.204 0.036 5.295
H 1.217 -0.523 4.148
F 8.774 -2.058 2.294
C 8.275 -0.851 1.964
F 8.844 0.047 2.792
F 8.750 -0.574 0.729
C 6.782 -0.814 2.020
C 6.128 0.386 2.270
C 4.746 0.434 2.269
C 3.986 -0.715 2.014
C 4.664 -1.916 1.767
C 6.046 -1.964 1.768
C 2.561 -0.663 1.981
C 1.345 -0.581 1.891
H 6.703 1.281 2.468
H 4.233 1.367 2.462
H 4.084 -2.806 1.567
H 6.556 -2.899 1.574
C -1.413 -2.306 4.528
C -1.144 -1.745 3.180
O -1.060 -2.484 2.178
H -2.410 -1.953 4.813
H -0.712 -1.871 5.244
H -1.375 -3.397 4.542
C -2.171 4.324 -2.440
C -1.965 2.849 -2.116
C -2.682 1.930 -3.096
C -2.416 0.445 -2.851
N -1.076 0.031 -3.179
C -0.170 -0.546 -2.251
Se -0.812 -1.793 -0.907
N 0.927 -0.913 -3.063
C 2.081 -1.628 -2.567
C 2.772 -0.905 -1.418
C 3.128 0.549 -1.704
C 4.109 0.726 -2.859
C 0.693 -0.626 -4.383
C 1.458 -0.808 -5.523
C 0.915 -0.403 -6.752
C -0.351 0.147 -6.830
C -1.130 0.335 -5.677
C -0.588 -0.041 -4.460
H -1.657 4.966 -1.722
H -3.232 4.583 -2.420
H -1.788 4.559 -3.435
H -2.341 2.644 -1.107
H -0.896 2.614 -2.125
H -2.390 2.196 -4.115
H -3.762 2.103 -3.027
H -3.126 -0.159 -3.432
H -2.568 0.195 -1.800
H 2.762 -1.766 -3.407
H 1.765 -2.617 -2.221
H 3.683 -1.462 -1.169
H 2.127 -0.964 -0.541
H 3.549 0.983 -0.792
H 2.211 1.106 -1.926
H 5.022 0.149 -2.687
H 4.392 1.773 -2.983
H 3.672 0.395 -3.804
H 2.439 -1.261 -5.480
H 1.498 -0.534 -7.655
H -0.751 0.440 -7.793
H -2.126 0.751 -5.747
C -4.494 -3.981 2.117
C -4.961 -2.549 2.245
O -3.971 -1.722 1.631
P -4.083 -0.120 1.609
O -2.761 0.320 1.012
Te -4.701 0.782 3.686
O -5.260 0.162 0.559
C -5.076 -0.290 -0.798
C -6.356 -0.938 -1.272
H -5.210 -4.652 2.595
H -3.519 -4.101 2.590
H -4.393 -4.260 1.067
H -5.074 -2.255 3.291
H -5.923 -2.395 1.748
H -4.236 -0.986 -0.856
H -4.835 0.587 -1.402
H -6.577 -1.827 -0.680
H -6.256 -1.236 -2.318
H -7.194 -0.245 -1.182
```

Mulliken atomic charge list, values in e, 99 entries:
1 Ti 1.042
2 N 0.944
3 C -0.260
4 C -0.909
5 N 0.680
6 C -1.162
7 C -0.213
8 N -0.594
9 H -0.383
10 H -0.859
11 H 0.531
12 H -0.116
13 H 0.352
14 H 0.444
15 H -0.572
16 H 0.413
17 H 0.504
18 H 0.590
19 H 0.035
20 H 0.268
21 H 0.002
22 F -0.280
23 C 0.955
24 F -0.277
25 F -0.261
26 C 0.224
27 C -0.968
28 C -0.252
29 C 0.329
30 C -0.381
31 C -0.880
32 C 0.636
33 C -0.436
34 H 0.392
35 H 0.466
36 H 0.519
37 H 0.395
38 C -1.661
39 C 0.871
40 O -0.364
41 H 0.273
42 H 0.371
43 H 0.402
44 C -1.616
45 C 1.078
46 C -0.777
47 C -0.182
48 N 1.123
49 C -0.719
50 Se -0.692
51 N 0.730
52 C -1.975
53 C 1.192
54 C 0.283
55 C -1.480
56 C 0.491
57 C -0.765
58 C -0.771
59 C -0.861
60 C -0.895
61 C 1.015
62 H 0.440
63 H 0.335
64 H 0.338
65 H -0.421
66 H 0.021
67 H 0.496
68 H 0.562
69 H 0.353
70 H -0.982
71 H 0.470
72 H 0.282
73 H 0.605
74 H -1.214
75 H 0.421
76 H -0.172
77 H 0.317
78 H 0.440
79 H 0.266
80 H 0.344
81 H 0.375
82 H 0.375
83 H 0.391
84 C -1.176
85 C -0.356
86 O -0.053
87 P -0.556
88 O 0.246
89 Te -0.505
90 O -0.342
91 C 0.616
92 C -1.457
93 H 0.398
94 H 0.159
95 H 0.302
96 H 0.303
97 H 0.257
98 H 0.223
99 H -0.070

---

The following is a quantum chemistry calculation of 2 unconnected molecules or ions with the total composition C3H10N2O2, from the Open Molecules 2025 dataset.

Output
Charge: 0
SMILES: CC(=O)NCN.O
Kohn-Sham gap (eV): 10.46
HOMO (eV): -9.63

Geometry as XYZ:
```
17
C3H10N2O2 (the ωB97M-V functional and the def2-TZVPD basis)
C -0.185 -2.328 -1.012
C 0.293 -0.977 -0.509
O 1.115 -0.283 -1.079
N -0.140 -0.679 0.742
C 0.164 0.568 1.382
N -1.064 1.027 2.071
H -1.214 -2.535 -0.734
H -0.129 -2.372 -2.094
H 0.496 -3.058 -0.597
H -0.772 -1.275 1.249
H 0.911 0.477 2.178
H 0.505 1.307 0.686
H -0.809 1.766 2.721
H -1.653 1.526 1.407
O 0.971 2.518 -1.835
H 0.371 2.739 -2.556
H 1.140 1.580 -2.021
```

Let us look at the Mulliken charges, expressed in e, one per atom:
1 C -1.139
2 C 0.711
3 O -0.673
4 N -0.203
5 C -0.392
6 N -0.668
7 H 0.361
8 H 0.331
9 H 0.285
10 H 0.251
11 H 0.285
12 H 0.348
13 H 0.262
14 H 0.222
15 O -0.634
16 H 0.299
17 H 0.353

---

The following is a quantum chemistry calculation of 8 unconnected molecules or ions with the total composition C16H48O8, from the Open Molecules 2025 dataset.

Output
Charge: 0
SMILES: CCO.CCO.CCO.CCO.CCO.CCO.CCO.CCO
Kohn-Sham gap (eV): 9.65
HOMO (eV): -9.37

Geometry as XYZ:
```
72
C16H48O8 (the ωB97M-V functional and the def2-TZVPD basis)
C 6.516 13.254 9.911
C 7.425 14.160 10.791
O 8.292 14.834 9.971
H 6.041 13.819 9.109
H 5.793 12.721 10.528
H 7.115 12.493 9.410
H 7.830 13.564 11.609
H 6.767 14.828 11.347
H 9.106 14.712 10.466
C 10.086 12.011 14.861
C 8.747 12.367 15.470
O 8.777 13.281 16.519
H 9.916 11.621 13.857
H 10.611 11.302 15.502
H 10.761 12.864 14.791
H 8.335 11.439 15.867
H 8.030 12.770 14.755
H 9.574 13.071 17.012
C 5.766 11.028 13.130
C 6.557 9.780 13.619
O 5.723 9.023 14.484
H 5.294 11.443 14.021
H 5.034 10.883 12.335
H 6.427 11.811 12.761
H 7.433 10.034 14.216
H 6.796 9.104 12.798
H 5.791 9.461 15.335
C 8.440 5.476 10.920
C 9.846 5.842 11.390
O 10.559 6.503 10.350
H 7.862 4.983 11.702
H 8.480 4.945 9.969
H 7.856 6.379 10.737
H 10.451 5.017 11.764
H 9.701 6.543 12.212
H 10.725 5.868 9.649
C 8.889 12.106 6.705
C 10.178 11.427 7.109
O 10.247 10.071 6.649
H 7.991 11.545 6.964
H 8.798 12.437 5.671
H 8.739 13.001 7.308
H 10.334 11.445 8.188
H 10.902 11.986 6.517
H 10.009 9.598 7.450
C 12.900 10.483 12.119
C 12.761 11.184 10.774
O 12.638 10.342 9.645
H 12.030 9.840 12.250
H 12.845 11.154 12.976
H 13.829 9.921 12.220
H 13.682 11.756 10.660
H 12.016 11.979 10.816
H 11.859 9.797 9.783
C 13.449 7.244 8.011
C 14.265 8.305 7.377
O 14.689 9.184 8.409
H 14.018 6.743 8.794
H 13.102 6.476 7.320
H 12.550 7.694 8.433
H 13.736 8.842 6.590
H 15.103 7.791 6.906
H 13.949 9.712 8.720
C 8.958 10.420 10.795
C 8.655 9.350 9.773
O 9.920 9.035 9.126
H 9.437 9.932 11.644
H 7.992 10.768 11.160
H 9.573 11.270 10.498
H 7.936 9.763 9.065
H 8.176 8.439 10.131
H 10.198 8.231 9.572
```

Let us look at the Mulliken charges, expressed in e, one per atom:
1 C -0.649
2 C -0.008
3 O -0.495
4 H 0.377
5 H 0.249
6 H -0.100
7 H -0.019
8 H 0.304
9 H 0.347
10 C -0.872
11 C -0.034
12 O -0.558
13 H -0.016
14 H 0.453
15 H 0.445
16 H 0.141
17 H 0.151
18 H 0.317
19 C -0.529
20 C 0.218
21 O -0.591
22 H 0.392
23 H 0.235
24 H -0.159
25 H -0.002
26 H 0.059
27 H 0.342
28 C -0.934
29 C -0.402
30 O -0.437
31 H 0.383
32 H 0.318
33 H 0.162
34 H 0.359
35 H 0.238
36 H 0.248
37 C -1.130
38 C 0.175
39 O -0.680
40 H 0.248
41 H 0.363
42 H 0.279
43 H -0.077
44 H 0.358
45 H 0.452
46 C -0.963
47 C -0.245
48 O -0.495
49 H 0.168
50 H 0.360
51 H 0.308
52 H 0.415
53 H 0.194
54 H 0.159
55 C -0.393
56 C -0.408
57 O -0.566
58 H 0.282
59 H 0.412
60 H -0.245
61 H 0.249
62 H 0.309
63 H 0.487
64 C -0.239
65 C 0.159
66 O -0.351
67 H 0.243
68 H 0.056
69 H 0.131
70 H 0.240
71 H -0.437
72 H 0.250

---

Number 1: DFT total energy -21554.332 eV, molecular weight 135.1 g/mol, maximum force 5.37 eV/Å. Number 2: DFT total energy -12450.458 eV, molecular weight 132.2 g/mol, maximum force 4.44 eV/Å. Number 3: DFT total energy -164944.547 eV, molecular weight 937.2 g/mol, maximum force 0.44 eV/Å. Number 4: DFT total energy -10348.909 eV, molecular weight 106.1 g/mol, maximum force 1.66 eV/Å. Number 5: DFT total energy -33747.511 eV, molecular weight 368.6 g/mol, maximum force 3.83 eV/Å.